# 1
{"formula": "C5H10N2S", "method": "the ωB97M-V functional and the def2-TZVPD basis", "species": ["S", "N", "N", "C", "C", "C", "C", "C", "H", "H", "H", "H", "H", "H", "H", "H", "H", "H"], "xyz": [[0.114, 1.809, -0.678], [2.994, -0.336, -0.335], [1.592, 1.389, 0.377], [-0.612, 0.328, -0.134], [1.859, 0.093, -0.112], [-1.046, 0.303, 1.328], [0.588, -0.753, -0.267], [-1.791, -0.189, -0.908], [0.591, -1.406, 0.645], [2.392, 2.209, 0.683], [3.104, -1.282, -0.838], [-2.169, -1.241, -0.586], [0.636, -1.310, -1.242], [-1.864, -0.704, 1.066], [-1.858, -0.399, -2.005], [-0.098, 0.176, 2.137], [-2.858, 0.123, -0.531], [-1.573, 1.190, 1.397]], "atomic_forces_ev_per_a": [[2.0, 1.6, 0.7], [3.1, -1.6, -1.5], [0.2, 2.4, 0.2], [1.1, -3.8, 0.1], [-0.8, -0.2, 0.1], [0.9, -4.3, -0.2], [-0.2, 1.5, 0.3], [-4.7, -2.3, -0.5], [-0.3, 0.2, -1.1], [-2.9, -3.4, -1.9], [-0.8, 1.8, 1.5], [1.9, 0.8, -0.1], [-0.2, 0.5, 1.0], [2.5, 2.8, 2.8], [0.7, 1.2, 0.6], [-3.1, 0.3, -2.3], [1.9, 1.1, -1.0], [-1.4, 1.6, 1.2]], "relative_energy_kcal_mol": 102.5, "max_force_ev_per_a": 5.20, "smiles": "[H]/N=C1\\CC(C)(C)SN1", "charge": 0, "homo_energy_ev": -8.455}

***

# 2
{"formula": "C25H53N", "method": "the ωB97M-V functional and the def2-TZVPD basis", "species": ["N", "C", "C", "C", "C", "C", "C", "C", "C", "C", "C", "C", "C", "C", "C", "C", "C", "C", "C", "C", "C", "C", "C", "C", "C", "C", "H", "H", "H", "H", "H", "H", "H", "H", "H", "H", "H", "H", "H", "H", "H", "H", "H", "H", "H", "H", "H", "H", "H", "H", "H", "H", "H", "H", "H", "H", "H", "H", "H", "H", "H", "H", "H", "H", "H", "H", "H", "H", "H", "H", "H", "H", "H", "H", "H", "H", "H", "H", "H"], "xyz": [[-2.511, 0.768, 3.411], [-3.371, -0.437, 3.179], [-0.689, -1.864, -4.858], [-2.267, -1.472, -1.593], [1.393, -3.280, -4.365], [4.878, 0.249, -1.381], [-2.370, -0.269, -2.532], [3.686, -1.067, -3.183], [2.560, 2.465, -0.464], [-2.181, 1.366, 5.923], [-2.985, 1.517, 4.642], [-0.298, 1.430, 2.571], [4.937, 1.518, -0.489], [2.194, -1.267, -2.909], [-1.044, 0.372, 3.391], [-2.086, -0.042, 6.517], [-1.496, -1.128, -0.302], [-0.862, -0.344, -4.654], [-2.638, 1.654, 2.195], [-1.042, 0.120, -3.206], [-3.427, -0.577, 7.017], [-1.358, 2.454, 2.153], [4.111, 0.348, -2.702], [4.026, 2.685, -0.880], [1.696, -2.709, -2.970], [0.704, -2.327, -5.347], [-1.163, 2.860, 1.162], [1.976, 1.952, -1.230], [-3.142, -0.401, -3.300], [-4.400, -0.105, 3.061], [-1.404, -2.159, -5.632], [-0.654, 0.288, 4.396], [-0.992, -0.601, 2.905], [4.055, 2.894, -1.950], [-0.743, -0.352, -0.521], [3.936, -1.219, -4.234], [-0.982, 1.214, -3.221], [0.621, -2.843, -6.305], [-4.191, -0.565, 6.237], [3.193, 0.924, -2.608], [1.630, -0.598, -3.558], [-1.693, 0.037, -5.252], [2.061, 3.416, -0.270], [0.032, 0.160, -5.040], [-3.322, -1.609, 7.353], [4.365, 3.581, -0.355], [2.018, -0.910, -1.887], [1.347, -1.456, -5.502], [2.306, -3.700, -4.796], [4.525, -0.594, -0.783], [-2.661, 2.010, 6.666], [-3.279, -1.105, 4.034], [4.227, -1.808, -2.585], [2.495, 1.869, 0.450], [-0.236, -0.235, -2.563], [-3.022, -0.926, 2.259], [-2.701, 0.573, -1.912], [-0.900, -2.007, -0.009], [4.631, 1.229, 0.522], [2.451, -3.335, -2.483], [5.962, 1.878, -0.381], [-1.401, 3.294, 2.852], [0.508, 1.893, 3.140], [4.762, 0.766, -3.471], [0.145, 0.954, 1.697], [0.716, -4.129, -4.220], [-3.545, 2.255, 2.259], [-1.185, 1.792, 5.778], [-3.797, 0.011, 7.859], [0.804, -2.777, -2.341], [-3.010, 2.569, 4.362], [-1.672, -0.757, 5.804], [-0.985, -2.413, -3.965], [-1.772, -2.318, -2.092], [-1.381, -0.012, 7.350], [-4.017, 1.214, 4.813], [-3.284, -1.812, -1.363], [-2.698, 0.953, 1.350], [5.908, -0.007, -1.646]], "atomic_forces_ev_per_a": [[-0.2, -0.2, -0.1], [0.2, -0.2, 0.0], [-0.2, 0.1, -0.7], [0.2, 0.1, 0.4], [-0.1, -0.2, 0.1], [0.4, 0.4, 0.0], [0.0, -0.1, -0.1], [-0.2, 0.2, 0.4], [0.0, 0.0, -0.1], [0.3, -0.2, 0.0], [0.0, 0.2, 0.1], [0.1, 0.0, 0.0], [-0.3, 0.0, 0.1], [0.4, -0.1, 0.2], [0.3, 0.0, -0.1], [-0.2, -0.1, 0.1], [-0.1, 0.2, 0.5], [0.4, -0.1, 0.4], [-0.1, -0.1, -0.6], [-0.5, 0.3, 0.0], [0.1, 0.0, 0.0], [0.1, 0.0, 0.1], [0.1, -1.0, -0.3], [-0.5, 0.0, 0.4], [-0.2, 0.2, -0.1], [0.2, 0.0, 0.6], [-0.1, 0.0, 0.0], [0.0, -0.1, 0.1], [0.0, -0.1, 0.0], [0.0, 0.0, 0.0], [-0.1, -0.1, 0.1], [-0.2, 0.0, 0.1], [-0.1, 0.1, -0.1], [0.2, 0.1, 0.0], [0.0, 0.0, -0.1], [-0.1, -0.1, 0.0], [0.2, 0.0, 0.0], [0.0, 0.1, 0.0], [0.0, 0.0, 0.0], [0.2, 0.3, -0.1], [-0.1, -0.1, 0.0], [-0.1, -0.1, 0.0], [0.0, 0.0, 0.0], [0.0, 0.0, -0.1], [0.0, 0.0, 0.0], [0.2, 0.0, -0.1], [-0.1, 0.0, 0.0], [0.0, 0.0, -0.2], [0.0, 0.2, -0.1], [-0.3, 0.0, -0.1], [-0.1, 0.1, -0.1], [0.0, 0.0, 0.0], [0.2, -0.1, -0.2], [0.0, 0.0, 0.0], [0.1, 0.0, -0.1], [0.0, 0.1, 0.0], [0.0, 0.0, 0.0], [0.0, 0.0, 0.2], [0.1, 0.0, 0.0], [-0.1, -0.1, 0.0], [0.0, 0.0, -0.2], [0.0, 0.0, 0.0], [0.0, 0.0, 0.1], [-0.2, 0.5, 0.1], [-0.1, 0.0, -0.1], [0.1, -0.1, 0.0], [-0.1, -0.1, 0.1], [0.0, 0.0, 0.0], [0.0, 0.0, 0.0], [-0.1, 0.0, -0.1], [0.1, 0.0, 0.1], [0.0, 0.1, 0.0], [0.1, 0.1, 0.1], [-0.2, 0.0, -0.3], [0.0, 0.0, 0.0], [0.0, -0.1, -0.1], [0.0, 0.0, 0.0], [0.2, 0.1, -0.1], [0.0, -0.2, 0.1]], "max_force_ev_per_a": 1.06, "charge": 0, "homo_energy_ev": -4.441}

***

# 3
{"formula": "C30H36As2HfN5O9S", "method": "the ωB97M-V functional and the def2-TZVPD basis", "species": ["Hf", "As", "As", "S", "O", "O", "O", "O", "O", "O", "O", "O", "O", "N", "N", "N", "N", "N", "C", "C", "C", "C", "C", "C", "C", "C", "C", "C", "C", "C", "C", "C", "C", "C", "C", "C", "C", "C", "C", "C", "C", "C", "C", "C", "C", "C", "C", "C", "H", "H", "H", "H", "H", "H", "H", "H", "H", "H", "H", "H", "H", "H", "H", "H", "H", "H", "H", "H", "H", "H", "H", "H", "H", "H", "H", "H", "H", "H", "H", "H", "H", "H", "H", "H"], "xyz": [[-0.203, 0.473, 0.018], [2.341, 2.585, 4.564], [-0.456, 1.608, 2.634], [2.258, 0.159, 0.850], [3.415, -0.999, 4.027], [3.537, 3.833, 1.064], [-0.447, -1.197, 2.104], [-0.069, 2.617, -0.122], [-0.564, -2.215, -3.149], [2.802, -0.248, 6.064], [0.842, 4.591, 0.370], [0.710, -1.998, 3.879], [3.394, 5.053, 2.965], [0.994, 0.679, -1.947], [3.669, -2.015, 1.223], [-2.491, 0.412, 0.145], [-0.775, -1.136, -1.113], [3.521, -1.381, -0.978], [1.949, 3.247, 2.742], [2.538, 0.405, -4.229], [2.668, 1.524, -3.412], [-3.017, -0.768, -0.248], [4.487, -2.404, -1.418], [3.045, 4.095, 2.129], [0.879, -0.404, -2.736], [-5.172, -0.148, 0.561], [3.698, -1.169, 6.761], [0.700, 0.366, 3.523], [1.769, 0.721, 4.225], [3.214, -1.207, 0.296], [0.562, 5.150, -0.961], [-2.110, -1.725, -0.969], [1.626, -0.580, -3.881], [-4.347, -1.084, -0.029], [0.541, 3.394, 0.682], [4.541, -3.176, 0.948], [4.376, -3.607, -0.499], [1.884, 1.626, -2.282], [-1.017, -2.533, 1.960], [4.481, 5.943, 2.561], [-4.646, 1.094, 0.920], [-1.459, 2.487, 4.017], [-3.316, 1.329, 0.708], [-0.200, -1.381, -2.368], [0.856, 2.924, 2.050], [4.256, 2.289, 4.280], [0.370, -1.060, 3.239], [2.745, -0.306, 4.752], [4.151, -0.594, 7.560], [5.492, -1.981, -1.392], [4.247, -3.970, 1.631], [4.619, 1.645, 5.077], [-4.728, -2.045, -0.351], [1.508, 5.546, -1.312], [4.758, 3.249, 4.362], [4.446, -1.555, 6.078], [-2.082, -2.686, -0.461], [1.975, 2.471, -1.614], [5.073, 5.480, 1.780], [-0.468, -3.071, 1.192], [3.410, -4.094, -0.639], [-0.757, 2.841, 4.766], [3.365, 2.316, -3.649], [3.134, 0.310, -5.129], [-6.219, -0.367, 0.727], [-2.517, -1.932, -1.960], [-2.058, -2.393, 1.693], [-5.268, 1.863, 1.357], [-2.872, 2.279, 0.968], [5.149, -4.331, -0.749], [4.451, 1.834, 3.312], [-2.008, 3.317, 3.580], [-0.158, 5.947, -0.810], [0.170, 4.383, -1.618], [5.071, 6.121, 3.452], [4.035, 6.869, 2.213], [-2.149, 1.768, 4.450], [5.572, -2.903, 1.173], [3.089, -1.970, 7.165], [1.458, -1.464, -4.482], [-0.940, -3.061, 2.903], [4.254, -2.664, -2.448], [3.499, -1.741, 2.189], [3.208, -0.679, -1.629]], "atomic_forces_ev_per_a": [[0.6, -0.3, 0.7], [-0.1, -0.1, -0.1], [0.4, 0.1, -0.3], [0.0, 0.3, 0.1], [0.1, 0.0, -0.2], [-0.1, 0.0, -0.1], [0.1, 0.1, 0.1], [0.2, 0.1, 0.0], [0.0, -0.2, 0.0], [0.1, 0.0, -0.1], [-0.1, 0.2, 0.0], [0.0, -0.1, 0.1], [0.1, 0.0, -0.1], [-0.3, -0.2, 0.0], [0.1, -0.1, 0.0], [0.0, -0.2, 0.0], [-0.2, 0.0, -0.7], [0.0, 0.0, -0.1], [0.3, 0.0, -0.1], [0.1, 0.1, 0.0], [0.1, 0.0, -0.1], [0.1, 0.0, 0.0], [-0.1, 0.0, 0.0], [0.0, 0.0, 0.2], [-0.1, 0.1, -0.1], [-0.1, 0.0, 0.0], [-0.1, 0.1, 0.0], [-0.4, -0.1, 0.0], [0.4, 0.0, 0.1], [-0.2, -0.1, 0.0], [0.0, -0.1, 0.1], [0.1, 0.0, -0.1], [0.0, 0.0, -0.1], [-0.1, 0.0, 0.0], [-0.1, -0.2, 0.1], [-0.1, 0.1, 0.0], [0.0, 0.0, 0.0], [0.0, 0.0, 0.1], [0.1, 0.0, 0.0], [-0.1, 0.0, 0.0], [-0.1, 0.0, 0.0], [-0.1, 0.0, 0.1], [0.1, -0.1, -0.1], [-0.1, 0.1, 0.3], [-0.4, 0.2, -0.1], [0.0, 0.0, 0.1], [0.0, 0.2, -0.1], [-0.1, 0.0, 0.2], [0.0, 0.0, 0.0], [0.0, 0.0, 0.0], [0.0, 0.0, 0.0], [0.0, 0.0, 0.0], [0.0, 0.0, 0.0], [0.0, 0.0, 0.0], [0.0, 0.0, 0.0], [0.0, 0.0, 0.0], [0.0, -0.1, 0.0], [0.0, 0.0, 0.0], [0.0, 0.0, 0.0], [0.0, 0.0, 0.0], [0.0, 0.0, 0.0], [-0.1, 0.1, 0.1], [0.0, 0.0, 0.0], [0.0, 0.0, 0.0], [0.0, 0.0, 0.0], [-0.1, 0.0, 0.0], [0.0, 0.0, 0.0], [0.0, 0.0, 0.0], [0.0, 0.0, 0.0], [0.0, 0.0, 0.0], [0.0, 0.0, 0.0], [0.0, 0.1, 0.0], [0.0, 0.0, 0.0], [0.0, 0.0, 0.0], [0.0, 0.0, 0.0], [0.0, 0.0, 0.0], [0.0, 0.0, 0.1], [0.0, 0.0, 0.0], [0.0, 0.0, 0.0], [0.0, 0.0, 0.0], [0.0, 0.0, 0.0], [0.0, 0.0, 0.0], [-0.1, 0.0, 0.1], [0.1, 0.0, 0.0]], "relative_energy_kcal_mol": 6.5, "max_force_ev_per_a": 0.94, "charge": 3, "homo_energy_ev": -16.651}

***

# 4
{"formula": "C17H20N2O4S", "method": "the ωB97M-V functional and the def2-TZVPD basis", "species": ["S", "O", "O", "O", "O", "N", "N", "C", "C", "C", "C", "C", "C", "C", "C", "C", "C", "C", "C", "C", "C", "C", "C", "C", "H", "H", "H", "H", "H", "H", "H", "H", "H", "H", "H", "H", "H", "H", "H", "H", "H", "H", "H", "H"], "xyz": [[0.732, 0.780, 0.605], [1.137, 2.092, 1.020], [1.361, -0.340, 1.237], [4.933, -1.493, 0.734], [0.544, -2.631, -0.497], [2.645, -1.915, -0.860], [1.086, 0.690, -1.043], [-3.197, 1.702, 0.800], [-2.994, -0.736, 0.786], [-4.012, 2.853, 0.835], [-5.373, 2.739, 0.883], [-3.808, 0.418, 0.815], [3.927, -2.396, 1.145], [-5.216, 0.338, 0.864], [-1.630, -0.634, 0.741], [0.755, -0.571, -1.673], [-5.979, 1.472, 0.897], [3.637, -0.934, -1.243], [4.371, -0.426, 0.009], [-1.789, 1.781, 0.750], [0.634, 1.849, -1.778], [-1.045, 0.638, 0.723], [1.310, -1.780, -0.915], [3.215, -2.993, -0.072], [-3.466, -1.707, 0.801], [3.932, -3.539, -0.694], [3.186, -1.877, 1.767], [2.406, -3.653, 0.237], [3.658, 0.128, 0.635], [5.200, 0.225, -0.274], [-7.056, 1.402, 0.936], [-3.538, 3.823, 0.825], [-0.334, -0.712, -1.742], [-0.993, -1.505, 0.720], [4.358, -1.428, -1.906], [-5.994, 3.622, 0.911], [-5.679, -0.638, 0.876], [-1.293, 2.739, 0.751], [0.875, 2.721, -1.177], [4.429, -3.173, 1.723], [1.162, -0.568, -2.690], [1.167, 1.906, -2.729], [3.179, -0.092, -1.755], [-0.445, 1.822, -1.975]], "atomic_forces_ev_per_a": [[0.3, 0.4, 0.0], [-0.3, 0.1, -0.2], [-0.5, -0.2, -0.1], [0.2, 0.0, 0.0], [-0.3, -0.1, 0.1], [0.3, -0.2, 0.0], [-0.1, 0.0, 1.1], [-0.1, -0.4, 0.0], [0.3, 0.0, 0.0], [-0.2, 0.1, 0.0], [0.2, 0.2, 0.0], [0.1, 0.3, 0.0], [-0.2, -0.3, -0.1], [-0.2, 0.1, 0.0], [-0.3, -0.4, 0.1], [-0.2, -0.4, 0.1], [0.0, -0.3, 0.0], [0.4, 0.3, 0.1], [-0.1, 0.2, -0.3], [0.1, 0.1, 0.0], [-0.1, 0.4, -0.1], [0.7, 0.3, 0.0], [-0.1, -0.2, -0.7], [0.0, -0.1, 0.4], [0.0, -0.1, 0.0], [0.0, 0.0, 0.1], [0.1, -0.1, 0.0], [0.1, 0.0, -0.1], [0.2, 0.0, -0.1], [-0.1, 0.0, 0.0], [-0.1, 0.0, 0.0], [0.0, 0.1, 0.0], [0.2, -0.1, 0.0], [0.0, -0.2, 0.0], [0.0, 0.1, 0.0], [0.0, 0.1, 0.0], [-0.1, -0.1, 0.0], [0.0, 0.2, 0.0], [0.0, 0.1, -0.2], [-0.1, 0.0, 0.0], [0.0, 0.1, 0.1], [0.0, 0.0, 0.0], [0.1, -0.1, -0.1], [0.0, 0.0, 0.0]], "relative_energy_kcal_mol": 57.0, "max_force_ev_per_a": 1.07, "smiles": "CN(CC(=O)N1CCOCC1)S(=O)(=O)c1ccc2ccccc2c1", "charge": 0, "homo_energy_ev": -8.756}

***

# 5
{"formula": "C31H24Cl2N2O6Ti", "method": "the ωB97M-V functional and the def2-TZVPD basis", "species": ["Ti", "Cl", "Cl", "O", "O", "O", "O", "O", "O", "N", "N", "C", "C", "C", "C", "C", "C", "C", "C", "C", "C", "C", "C", "C", "C", "C", "C", "C", "C", "C", "C", "C", "C", "C", "C", "C", "C", "C", "C", "C", "C", "C", "H", "H", "H", "H", "H", "H", "H", "H", "H", "H", "H", "H", "H", "H", "H", "H", "H", "H", "H", "H", "H", "H", "H", "H"], "xyz": [[-0.069, -0.168, -0.242], [-5.757, 0.529, 4.511], [-4.495, -1.923, -0.118], [1.578, 1.246, -0.135], [-0.598, 1.211, -1.482], [-0.203, -0.638, 1.550], [-2.173, -0.112, -0.086], [-0.621, 1.839, 1.112], [1.557, -1.236, -0.067], [0.339, -0.887, -2.257], [-0.899, -2.191, -0.596], [-0.492, -4.165, 2.431], [-0.509, -3.006, 1.648], [-4.958, -0.586, 2.166], [2.707, -0.780, -2.108], [0.908, 4.517, -1.522], [-0.160, -1.773, 2.223], [5.097, -0.968, -0.722], [3.910, -1.179, -0.056], [-1.270, 4.587, -2.505], [3.148, 2.958, -0.387], [0.746, 3.148, -1.248], [-3.557, 1.136, 3.050], [0.235, -2.905, 4.321], [-0.440, 2.491, -1.638], [-0.900, -1.316, -2.863], [3.927, -0.594, -2.772], [-2.681, 0.981, 1.967], [-0.082, 5.240, -2.134], [2.681, -1.054, -0.724], [-1.447, 3.245, -2.273], [0.213, -1.748, 3.571], [-1.541, 1.875, 1.911], [-4.115, -0.732, 1.094], [-1.387, -2.455, -1.955], [1.466, -0.892, -2.844], [5.120, -0.659, -2.090], [-0.918, -3.127, 0.259], [-0.122, -4.132, 3.757], [-4.674, 0.358, 3.157], [-2.928, 0.039, 0.935], [1.772, 2.387, -0.572], [3.885, -1.417, 1.000], [6.059, -0.501, -2.603], [-1.272, -4.113, -0.048], [3.780, 2.203, 0.075], [-0.778, -5.105, 1.969], [0.528, -2.858, 5.363], [1.517, -1.081, -3.918], [-2.060, 5.152, -2.983], [-1.607, -0.490, -2.820], [-1.000, -3.415, -2.301], [-0.782, -1.646, -3.895], [1.824, 5.014, -1.227], [0.481, -0.790, 4.000], [6.031, -1.046, -0.179], [3.566, 3.249, -1.352], [-1.538, 2.667, 2.679], [-2.475, -2.493, -1.954], [0.045, 6.297, -2.326], [-5.842, -1.205, 2.243], [-3.335, 1.879, 3.808], [-2.356, 2.730, -2.554], [3.115, 3.844, 0.249], [3.916, -0.401, -3.840], [-0.110, -5.035, 4.351]], "atomic_forces_ev_per_a": [[-0.2, 0.2, -0.1], [0.0, 0.0, -0.1], [0.0, 0.1, 0.1], [0.0, -0.1, 0.0], [-0.2, 0.6, -0.5], [-0.1, -0.4, 0.8], [-0.1, 0.0, -0.1], [0.0, 0.0, 0.1], [0.6, -0.1, 0.0], [-0.1, 0.2, -0.2], [0.1, 0.0, -0.1], [0.0, -0.1, 0.0], [0.0, -0.1, -0.2], [-0.1, 0.0, 0.0], [-0.1, 0.0, -0.1], [0.0, 0.1, 0.0], [0.1, 0.1, -0.1], [0.0, 0.0, -0.1], [0.1, 0.1, 0.1], [0.0, 0.0, 0.0], [0.1, 0.0, 0.0], [0.1, 0.0, 0.1], [0.1, 0.1, 0.1], [0.0, -0.1, 0.0], [0.1, -0.2, 0.0], [0.0, -0.1, 0.2], [0.0, 0.0, -0.1], [0.0, 0.1, 0.1], [-0.1, 0.0, 0.0], [-0.2, -0.2, 0.0], [-0.1, 0.0, -0.1], [0.0, 0.1, 0.1], [0.0, -0.1, -0.1], [0.0, 0.0, 0.0], [0.0, 0.0, 0.0], [0.1, -0.2, 0.1], [0.0, 0.0, 0.1], [0.0, -0.1, 0.1], [0.0, 0.1, 0.0], [-0.1, -0.1, 0.0], [0.1, -0.1, -0.1], [0.0, 0.0, 0.0], [0.0, 0.0, 0.0], [0.0, 0.0, 0.0], [0.0, -0.1, 0.0], [0.0, 0.0, 0.0], [0.0, 0.0, 0.0], [0.0, 0.0, 0.0], [0.0, -0.1, -0.1], [0.0, 0.0, 0.0], [0.0, 0.1, 0.0], [0.1, -0.1, 0.0], [0.1, 0.0, -0.1], [0.0, 0.0, 0.0], [0.0, 0.0, 0.0], [0.0, 0.0, 0.0], [0.0, 0.0, 0.0], [0.0, 0.0, 0.0], [0.0, 0.0, 0.0], [0.0, 0.0, 0.0], [0.0, 0.0, 0.0], [0.0, 0.0, 0.0], [0.0, 0.0, 0.0], [0.0, 0.0, 0.0], [0.0, 0.0, 0.0], [0.0, 0.0, 0.0]], "relative_energy_kcal_mol": 8.5, "max_force_ev_per_a": 0.88, "charge": 0, "homo_energy_ev": -7.683}